# 1
A molecular structure, C3H7IS at a distorted geometry. Source: the Open Molecules 2025 dataset; level of theory: ωB97M-V with the def2-TZVPD basis set.

Each line ends with the Mulliken charge.
Positions of all 12 atoms, in Å:
C1 0.1592 -0.3392 -1.4194  -1.36
C2 0.5685 1.3237 1.6083  -0.89
C3 -0.6283 -0.3566 -0.2381  0.26
S1 -0.6169 -1.9250 0.5585  -0.20
I1 -2.6058 0.5706 -0.1799  0.06
H1 -0.2880 -1.2162 -2.0461  0.35
H2 1.2143 -0.6617 -1.1058  0.35
H3 0.2726 0.7205 -1.7871  0.34
H4 1.4446 1.7503 1.1931  0.34
H5 0.4178 0.7992 2.5010  0.33
H6 -0.3375 1.7615 1.2825  0.27
H7 0.3996 -2.4271 -0.3671  0.14

## Properties
* charge: 0
* F_max: 3.477 eV/A
* HOMO level (spin up / spin down): -8.5 / -7.7 eV
* E: -22155.8997 eV
* energy above the lowest of the compared OMol25 structures with the same formula, charge and spin: 3.912 eV


# 2
A molecular structure, C3H7MgO3 at a distorted geometry. Source: the Open Molecules 2025 dataset; level of theory: ωB97M-V with the def2-TZVPD basis set.

Each line ends with the Mulliken charge.
Positions of all 14 atoms, in Å:
O1 0.5510 1.8897 0.3020  -0.76
C1 -0.4881 1.3427 -0.4318  -0.39
C2 -1.1958 0.2063 0.2921  -0.31
O2 -0.3179 -0.8878 0.6760  -0.35
C3 0.9167 -1.4660 -0.3145  -0.04
Mg1 2.2035 1.0197 0.2698  1.24
H1 -0.1673 0.9866 -1.4328  0.26
H2 -1.2832 2.0871 -0.6350  0.36
H3 -1.9696 -0.2401 -0.3436  0.30
H4 -1.6526 0.5518 1.2275  0.35
H5 0.8006 -2.5264 -0.0511  0.28
H6 0.4582 -1.2503 -1.2907  0.37
O3 1.9719 -0.8923 0.1707  -0.75
H7 0.1727 -0.8211 1.5616  0.44

## Properties
* charge: +1
* F_max: 2.060 eV/A
* HOMO level: -13.8 eV
* E: -14804.5072 eV
* energy above the lowest of the compared OMol25 structures with the same formula, charge and spin: 0.550 eV